# 1
Here is C34H37F6N6O4Ti as an isolated structure from OMol25. Energies are from ωB97M-V with the def2-TZVPD basis set.

XYZ file:
```
88
Properties=species:S:1:pos:R:3:lowdin_spin:R:1
Ti -0.450 0.441 -0.423 0.031
C -5.780 1.169 4.128 0.000
C -4.493 0.894 3.401 0.000
C -3.749 -0.248 3.640 0.000
C -2.512 -0.472 3.017 0.000
C -1.847 -1.742 3.208 0.003
N -0.584 -1.976 3.310 0.002
C 0.506 -1.030 3.608 0.000
C 1.618 -0.929 2.573 0.001
C 2.372 -2.191 2.187 0.028
N 1.565 -3.194 1.448 0.162
C 1.942 -3.581 0.162 0.414
C 2.196 -2.781 -0.985 0.037
C 3.013 -3.360 -1.990 0.100
C 3.334 -2.744 -3.185 -0.006
C 4.230 -3.410 -4.193 -0.006
C 2.798 -1.486 -3.432 0.107
C 1.943 -0.878 -2.508 0.001
C 1.352 0.386 -2.885 -0.004
N 0.497 1.100 -2.241 -0.024
C 0.038 2.329 -2.912 -0.002
C -0.138 3.499 -1.954 0.000
C -1.441 3.467 -1.177 0.000
N -1.555 2.345 -0.216 0.000
C -2.465 2.488 0.674 0.000
C -2.837 1.554 1.727 0.000
C -4.015 1.777 2.436 0.000
C -2.048 0.431 2.040 0.001
O -0.932 0.183 1.399 0.000
C 1.642 -1.513 -1.290 0.093
O 0.758 -0.927 -0.478 0.018
H -6.072 0.325 4.749 0.000
H -6.589 1.370 3.426 0.000
H -5.680 2.041 4.775 0.000
H -4.121 -0.982 4.348 0.000
H -2.476 -2.628 3.251 0.000
H -0.317 -2.953 3.325 0.001
H 0.909 -1.366 4.567 0.000
H 0.048 -0.055 3.759 0.000
H 2.343 -0.228 2.997 0.000
H 1.222 -0.482 1.676 0.000
H 2.795 -2.675 3.072 0.003
H 3.217 -1.895 1.562 0.002
H 1.476 -4.031 2.006 0.001
H 2.094 -4.646 0.031 0.022
H 3.420 -4.345 -1.794 0.004
H 4.506 -4.413 -3.874 0.000
H 5.147 -2.838 -4.338 -0.002
H 3.735 -3.487 -5.161 -0.002
H 3.015 -0.978 -4.365 0.007
H 1.689 0.762 -3.853 0.000
H -0.914 2.109 -3.403 -0.001
H 0.757 2.595 -3.689 0.000
H -0.159 4.411 -2.553 0.000
H 0.724 3.586 -1.290 0.000
H -2.269 3.376 -1.883 0.000
H -1.569 4.407 -0.636 0.000
H -3.060 3.405 0.658 0.000
H -4.602 2.660 2.202 0.000
C -3.492 -2.007 -1.401 0.000
C -2.855 -0.789 -2.057 0.000
O -1.848 -0.266 -1.259 0.004
C -2.203 -1.198 -3.399 0.000
F -3.078 -1.747 -4.230 0.000
F -1.228 -2.086 -3.152 0.000
F -1.634 -0.149 -4.015 0.000
C -3.910 0.321 -2.244 0.000
F -4.407 0.662 -1.040 0.000
F -4.913 -0.065 -3.018 0.000
F -3.372 1.435 -2.769 0.000
H -2.729 -2.768 -1.250 0.000
H -4.284 -2.413 -2.027 0.000
H -3.912 -1.714 -0.440 0.000
N 5.289 0.972 -0.584 0.000
C 5.029 1.538 0.623 0.000
O 5.860 1.670 1.492 0.000
C 3.601 1.945 0.896 0.000
C 3.369 2.816 1.955 0.000
C 2.064 3.140 2.281 0.000
C 1.035 2.561 1.560 0.000
N 1.245 1.719 0.543 0.000
C 2.512 1.434 0.216 0.001
H 6.255 0.755 -0.777 0.000
H 4.672 1.071 -1.369 0.000
H 4.216 3.206 2.505 0.000
H 1.839 3.820 3.090 0.000
H 0.003 2.768 1.808 0.000
H 2.648 0.726 -0.590 0.000
```

Computed properties:
- Molecular weight: 755.56 Da
- Expectation value of S²: 0.78
- F_max: 0.56 eV/A
- LUMO energy (alpha / beta): -0.22919 / -0.22926 Eh
- 2S+1: 2
- Relative energy (zero: lowest compared OMol25 entry of this formula, charge and spin): 0.0 kJ/mol
- HOMO level (alpha / beta): -11.348 / -13.476 eV
- Net charge: +2



# 2
Here is C34H37HgN5 as an isolated structure at a distorted geometry from OMol25. Energies are from ωB97M-V with the def2-TZVPD basis set.

XYZ file:
```
77
Properties=species:S:1:pos:R:3:mulliken_charge:R:1
Hg -0.844 -1.109 0.051 0.476
N 1.084 -3.714 3.712 -0.776
N 0.124 -2.589 -1.782 -0.414
C 1.291 2.210 0.099 0.804
C 2.305 1.242 0.370 0.493
C 2.217 0.900 1.750 0.309
C 3.009 -0.136 2.448 -1.713
H 3.992 -0.258 1.964 0.428
H 2.495 -1.122 2.430 -0.104
H 3.159 0.137 3.505 0.447
C 1.180 1.679 2.330 0.946
C 0.787 1.659 3.754 -1.610
H 1.317 2.432 4.335 0.355
H 1.018 0.687 4.208 0.327
H -0.289 1.846 3.861 0.335
C 0.597 2.476 1.313 -0.252
C -0.552 3.398 1.501 -1.465
H -1.390 2.884 2.002 0.194
H -0.917 3.782 0.540 0.413
H -0.271 4.263 2.127 0.192
C 3.317 0.726 -0.574 -0.780
H 4.224 1.357 -0.557 0.213
H 2.950 0.732 -1.607 -0.203
H 3.623 -0.298 -0.313 0.298
C 1.019 2.836 -1.213 -0.866
H -0.039 3.124 -1.294 0.216
H 1.243 2.139 -2.034 -0.157
H 1.630 3.744 -1.368 0.240
C 0.044 -3.884 4.527 -0.184
H 0.155 -3.742 5.731 0.307
C -1.257 -4.342 4.110 -0.481
H -2.013 -4.704 4.846 0.305
C -1.548 -4.300 2.698 -0.182
H -2.603 -4.537 2.322 0.219
C -0.553 -3.966 1.805 -0.523
H -0.669 -3.785 0.671 0.444
C 0.880 -3.639 2.250 0.594
C 1.645 -2.817 1.532 -0.753
H 2.734 -2.624 0.963 0.093
C -0.462 -1.488 -2.104 -0.250
C 0.887 -3.124 -2.744 -0.527
H 1.504 -3.756 -2.293 0.509
C 0.598 -2.460 -3.951 -0.955
H 0.915 -2.618 -4.957 0.684
N -0.424 -1.365 -3.562 -0.028
C -0.303 -0.030 -4.004 0.395
C 0.916 0.536 -4.493 0.763
C 0.788 1.785 -5.161 -1.234
H 1.616 2.172 -5.783 0.216
C -0.435 2.468 -5.061 1.314
C -0.701 3.661 -5.931 -1.464
H -1.292 4.395 -5.366 0.362
H -1.291 3.337 -6.805 0.265
H 0.250 4.085 -6.272 0.360
C -1.492 2.033 -4.233 -0.872
H -2.416 2.629 -4.136 0.255
C -1.413 0.763 -3.642 1.316
C -2.466 0.197 -2.730 -1.671
H -2.426 -0.900 -2.695 0.456
H -3.476 0.491 -3.065 0.482
H -2.399 0.554 -1.685 0.016
C 2.263 -0.104 -4.295 -1.235
H 2.362 -1.083 -4.789 0.399
H 2.556 -0.215 -3.234 0.015
H 3.052 0.528 -4.760 0.354
N -0.727 -1.848 6.347 -0.755
C -1.387 -1.375 5.489 -0.182
C -2.119 -0.806 4.389 0.639
C -3.421 -0.306 4.526 -0.368
C -4.022 0.238 3.395 -0.659
C -3.341 0.186 2.169 -0.549
N -2.118 -0.368 2.018 0.189
C -1.481 -0.747 3.145 0.092
H -3.919 -0.343 5.501 0.442
H -5.017 0.678 3.454 0.394
H -3.812 0.581 1.264 0.383
H -0.438 -1.070 3.043 0.260
```

Computed properties:
- Molecular weight: 716.30 Da
- F_max: 6.75 eV/A
- LUMO energy (alpha / beta): 0.15749 / 0.15764 Eh
- Relative energy (zero: lowest compared OMol25 entry of this formula, charge and spin): 474.4 kJ/mol
- HOMO level (alpha / beta): 0.049 / 0.023 eV
- Net charge: -2



# 3
Here is C34H37N5OsSTe as an isolated structure at a distorted geometry from OMol25. Energies are from ωB97M-V with the def2-TZVPD basis set.

XYZ file:
```
79
Properties=species:S:1:pos:R:3:lowdin_spin:R:1
Os 9.116 8.799 12.283 2.038
C 13.568 5.586 13.138 -0.006
C 12.933 5.981 11.963 0.001
C 11.959 6.957 12.082 0.001
C 11.522 7.387 13.294 0.024
C 11.972 6.816 14.506 -0.001
C 13.038 5.962 14.392 0.002
N 10.710 8.565 13.359 0.040
N 11.133 9.464 14.264 0.112
C 10.341 10.552 14.210 0.052
C 10.487 11.626 15.191 0.044
C 9.448 12.520 15.354 0.006
C 8.325 12.481 14.611 0.057
C 8.197 11.536 13.599 -0.003
C 9.192 10.546 13.318 0.106
H 14.573 5.174 13.106 0.000
H 13.252 5.587 11.008 0.000
H 11.508 7.410 11.159 0.002
H 11.614 7.278 15.437 0.001
H 13.486 5.440 15.287 0.000
H 11.361 11.577 15.838 0.002
H 9.455 13.306 16.105 -0.001
H 7.441 13.074 14.852 0.003
H 7.221 11.488 13.058 0.000
C 6.813 10.524 8.466 0.001
C 7.148 11.071 9.848 0.014
C 8.405 11.894 9.966 0.004
C 8.481 13.317 9.864 0.000
C 9.635 14.035 10.106 0.004
C 10.803 13.401 10.551 0.000
C 10.787 12.012 10.624 0.004
C 12.116 11.246 10.826 0.001
C 13.206 11.980 11.617 0.000
C 9.597 11.258 10.312 0.002
N 9.665 9.821 10.519 0.019
C 9.932 9.018 9.472 0.049
C 9.368 7.728 9.573 0.008
C 9.337 6.600 8.630 0.089
C 8.787 5.551 9.362 0.018
C 8.559 5.959 10.686 0.097
N 8.869 7.293 10.804 0.039
H 5.730 10.392 8.332 0.000
H 7.350 9.596 8.243 0.000
H 7.139 11.295 7.706 0.000
H 6.957 10.247 10.578 0.015
H 6.307 11.699 10.055 0.001
H 7.600 13.777 9.447 0.000
H 9.637 15.122 9.932 0.000
H 11.732 13.949 10.852 0.000
H 12.516 10.832 9.858 0.002
H 11.888 10.271 11.368 0.000
H 13.780 11.268 12.242 0.000
H 12.861 12.757 12.300 0.000
H 13.967 12.347 10.951 0.000
H 10.504 9.318 8.599 0.004
H 9.747 6.575 7.620 0.005
H 8.584 4.586 8.885 -0.001
H 8.227 5.392 11.522 0.005
C 7.179 8.451 15.668 -0.003
Te 7.360 7.469 13.738 0.075
C 5.108 7.702 13.442 0.069
H 8.186 8.402 16.197 0.000
H 6.473 7.911 16.284 0.000
H 6.824 9.459 15.542 0.000
H 4.789 6.776 12.965 0.001
H 4.847 8.613 12.797 0.001
H 4.605 7.915 14.438 0.004
S 13.188 8.656 6.931 0.668
C 14.796 9.183 6.734 0.026
N 15.084 9.912 5.534 0.054
C 16.326 10.383 5.326 0.044
C 17.393 9.871 6.026 0.091
C 17.200 9.101 7.181 -0.011
C 15.869 8.803 7.557 0.117
H 14.258 9.954 4.982 0.000
H 16.486 11.109 4.546 0.001
H 18.406 10.115 5.736 0.004
H 18.028 8.651 7.642 -0.003
H 15.678 8.224 8.472 0.002
```

Computed properties:
- Molecular weight: 865.60 Da
- Expectation value of S²: 6.11
- F_max: 3.94 eV/A
- LUMO energy (alpha / beta): -0.24761 / -0.33148 Eh
- 2S+1: 5
- Relative energy (zero: lowest compared OMol25 entry of this formula, charge and spin): 152.9 kJ/mol
- HOMO level (alpha / beta): -11.602 / -12.555 eV
- Net charge: +2



# 4
Here is C34H37N6O4SSiSr as an isolated structure from OMol25. Energies are from ωB97M-V with the def2-TZVPD basis set.

XYZ file:
```
84
Properties=species:S:1:pos:R:3:mulliken_charge:R:1
Sr 0.619 0.393 -0.899 1.295
C 3.831 3.691 -2.276 -1.559
C 2.599 2.834 -2.255 0.513
N 2.667 1.560 -2.088 0.757
N 3.912 1.046 -1.929 -1.250
C 3.952 -0.276 -1.895 0.365
N 5.218 -0.766 -1.723 -0.479
S 2.699 -1.441 -2.068 -0.416
C 1.250 3.409 -2.493 0.479
C 1.075 4.762 -2.792 -0.761
C -0.199 5.245 -3.037 -0.510
C -1.275 4.378 -2.982 -0.851
C -1.018 3.051 -2.674 -0.019
N 0.198 2.580 -2.437 0.147
H 4.492 3.376 -1.469 0.367
H 3.621 4.750 -2.161 0.479
H 4.386 3.536 -3.204 0.264
H 5.909 -0.108 -1.402 0.238
H 5.295 -1.729 -1.452 0.217
H 1.918 5.432 -2.843 0.229
H -0.344 6.293 -3.270 0.423
H -2.288 4.707 -3.168 0.437
H -1.821 2.324 -2.615 0.255
O 2.402 0.352 1.060 -0.268
C 2.897 1.243 1.732 -0.712
C 2.438 2.607 1.891 1.058
C 3.216 3.430 2.704 -0.262
C 2.843 4.731 2.950 -0.609
C 1.654 5.250 2.401 -0.465
C 0.870 4.467 1.613 -0.813
C 1.218 3.105 1.290 0.163
O 0.494 2.424 0.525 -0.244
N 3.668 5.564 3.787 1.007
O 4.686 5.087 4.269 -0.654
O 3.310 6.718 3.988 -0.669
H 3.809 1.015 2.320 0.141
H 4.123 3.043 3.150 0.497
H 1.380 6.273 2.619 0.482
H -0.046 4.850 1.182 0.461
C -1.633 -0.719 -2.029 -1.396
Si -2.214 -2.035 -0.950 0.478
C -2.106 -1.429 0.862 -1.183
N -0.771 -0.940 1.268 0.627
C 0.171 -2.030 1.581 -0.190
C -0.180 -2.808 2.847 -0.686
C -0.286 -1.855 4.037 -0.782
C -1.245 -0.709 3.722 -0.710
C -0.840 -0.026 2.418 -0.303
C -4.019 -2.651 -1.075 0.534
C -4.379 -3.875 -1.641 -0.115
C -5.708 -4.259 -1.771 -0.684
C -6.722 -3.423 -1.329 -0.366
C -6.394 -2.198 -0.764 -0.660
C -5.063 -1.824 -0.645 -0.341
C -1.163 -3.605 -1.094 -0.310
C -1.401 -4.706 -0.264 0.286
C -0.572 -5.817 -0.277 -0.913
C 0.527 -5.850 -1.130 -0.402
C 0.778 -4.775 -1.968 -0.623
C -0.065 -3.669 -1.950 -0.252
H -2.341 0.123 -2.017 -0.163
H -1.450 -1.001 -3.070 0.323
H -2.521 -2.169 1.562 0.203
H -2.787 -0.571 0.918 0.678
H 1.156 -1.571 1.713 0.413
H 0.240 -2.696 0.722 -0.250
H 0.589 -3.565 3.022 0.453
H -1.120 -3.351 2.714 0.202
H 0.707 -1.439 4.245 0.280
H -0.600 -2.387 4.939 0.426
H -1.250 0.026 4.531 0.438
H -2.267 -1.092 3.638 0.281
H 0.152 0.423 2.537 -0.292
H -1.524 0.788 2.169 0.489
H -3.603 -4.547 -1.993 0.305
H -5.948 -5.217 -2.219 0.369
H -7.759 -3.721 -1.426 0.357
H -7.176 -1.532 -0.418 0.380
H -4.836 -0.854 -0.213 0.249
H -2.250 -4.689 0.414 0.507
H -0.774 -6.654 0.381 0.383
H 1.186 -6.710 -1.134 0.365
H 1.640 -4.776 -2.623 0.399
H 0.158 -2.824 -2.593 0.462
```

Computed properties:
- Molecular weight: 741.48 Da
- F_max: 0.41 eV/A
- LUMO energy: 0.07891 Eh
- Relative energy (zero: lowest compared OMol25 entry of this formula, charge and spin): 0.0 kJ/mol
- HOMO level: -4.411 eV
- Net charge: -1



# 5
Here is C34H38As2MnN2O6S4 as an isolated structure at a distorted geometry from OMol25. Energies are from ωB97M-V with the def2-TZVPD basis set.

XYZ file:
```
87
Properties=species:S:1:pos:R:3:lowdin_spin:R:1
Mn -2.224 0.311 -0.398 0.979
C -0.668 1.247 3.051 -0.005
As -2.178 0.600 2.017 -0.017
C -2.800 -0.932 3.003 -0.002
C -3.480 1.995 2.315 -0.002
C -4.263 2.061 3.459 -0.001
C -5.159 3.110 3.618 0.000
C -5.269 4.090 2.642 0.000
C -4.486 4.028 1.498 -0.001
C -3.592 2.978 1.335 -0.003
As -2.490 2.800 -0.237 -0.031
C -3.481 3.582 -1.691 -0.004
C -1.076 4.091 0.064 -0.008
H -1.071 1.724 3.943 -0.001
H -0.094 1.969 2.475 0.000
H -0.019 0.420 3.337 0.000
H -2.767 -0.709 4.068 -0.001
H -2.161 -1.784 2.782 0.000
H -3.816 -1.163 2.690 0.000
H -4.191 1.301 4.227 0.000
H -5.779 3.157 4.503 0.000
H -5.973 4.902 2.768 0.000
H -4.590 4.794 0.739 0.000
H -2.927 3.426 -2.614 0.000
H -3.585 4.649 -1.498 -0.001
H -4.459 3.115 -1.774 0.000
H -1.565 5.049 0.241 -0.001
H -0.426 4.167 -0.805 0.000
H -0.490 3.818 0.938 0.000
O -1.081 -1.028 -1.669 -0.026
S -1.904 -2.174 -1.209 0.002
O -1.219 -3.414 -1.089 -0.007
O -2.504 -1.612 0.055 0.009
C -3.360 -2.424 -2.205 0.001
C -3.486 -3.669 -2.786 0.000
C -4.670 -4.034 -3.427 0.000
C -5.734 -3.160 -3.461 0.000
C -5.615 -1.894 -2.890 0.000
C -4.441 -1.519 -2.266 0.001
S -4.351 0.188 -1.788 0.003
O -2.991 0.619 -2.241 -0.002
O -5.471 0.874 -2.320 -0.003
O -4.181 0.349 -0.289 -0.007
H -2.666 -4.369 -2.712 0.000
H -4.750 -5.012 -3.880 0.000
H -6.661 -3.442 -3.940 0.000
H -6.429 -1.185 -2.956 0.000
S 0.490 -1.179 1.100 0.084
C 1.560 -1.167 -0.192 0.007
N 2.209 -2.170 -0.709 0.002
C 3.199 -1.905 -1.764 0.000
C 3.883 -0.586 -1.487 0.000
N 2.866 0.475 -1.371 -0.004
C 3.239 1.827 -1.824 0.001
C 4.305 2.406 -0.927 0.000
C 5.498 2.861 -1.474 0.000
C 6.479 3.404 -0.654 0.000
C 6.273 3.483 0.714 0.000
C 5.083 3.024 1.266 0.000
C 4.101 2.490 0.448 0.000
C 1.744 0.198 -0.769 -0.001
S 0.437 1.241 -0.546 0.034
C 2.046 -3.565 -0.246 0.002
C 3.261 -4.013 0.524 0.000
C 3.540 -3.468 1.775 0.001
C 4.675 -3.860 2.466 0.000
C 5.535 -4.801 1.914 0.000
C 5.259 -5.351 0.672 0.000
C 4.123 -4.955 -0.023 0.000
H 2.693 -1.903 -2.733 0.000
H 3.926 -2.714 -1.743 0.000
H 4.550 -0.319 -2.304 0.000
H 4.467 -0.626 -0.565 0.000
H 2.333 2.430 -1.846 0.001
H 3.608 1.732 -2.845 0.000
H 5.662 2.801 -2.543 0.000
H 7.404 3.761 -1.087 0.000
H 7.038 3.903 1.353 0.000
H 4.922 3.089 2.333 0.000
H 3.167 2.145 0.883 0.000
H 1.906 -4.173 -1.140 0.000
H 1.128 -3.606 0.339 0.002
H 2.859 -2.750 2.220 0.001
H 4.884 -3.442 3.442 0.000
H 6.417 -5.112 2.459 0.000
H 5.921 -6.092 0.246 0.000
H 3.901 -5.399 -0.988 0.000
```

Computed properties:
- Molecular weight: 903.74 Da
- Expectation value of S²: 0.80
- F_max: 2.78 eV/A
- LUMO energy (alpha / beta): -0.29705 / -0.29626 Eh
- 2S+1: 2
- HOMO level (alpha / beta): -13.259 / -13.062 eV
- Net charge: +2



Among the records above, which one has the lowest molecular weight? C34H37HgN5



Which of these has the lowest F_max? C34H37N6O4SSiSr



Which of these has the highest F_max? C34H37HgN5